1.
30
Properties=species:S:1:pos:R:3:forces:R:3 method="wB97M-V/def2-TZVPD" homo_energy_ev="-8.475 / -8.486" gap_ev="5.4 / 5.4"
Au -0.1138 -0.1067 0.1255 0.38 1.90 0.10
O 2.5576 2.0560 -2.2287 -0.14 -0.19 0.13
C 1.7336 1.5833 -1.4795 -0.05 0.75 -0.10
O 1.4601 0.3302 -1.3309 -0.16 -1.11 0.51
C 0.9063 2.5172 -0.6045 0.28 -0.04 -0.19
C 1.0100 3.8925 -0.6057 -0.08 -0.05 0.04
C 0.2306 4.6171 0.2889 -0.01 -0.01 0.04
C -0.5970 3.9581 1.1903 0.16 0.01 -0.10
C -0.6481 2.5794 1.1480 -0.27 -0.13 0.36
N 0.0768 1.9274 0.2495 -0.31 -1.44 -0.27
C -1.4348 1.6968 2.1214 0.01 0.81 -0.17
O -2.0315 2.2280 3.0289 0.07 -0.19 -0.11
O -1.3621 0.4409 1.8607 0.46 -1.20 0.01
H 1.6975 4.3520 -1.3017 0.00 -0.01 0.00
H 0.2861 5.6976 0.2986 0.00 0.00 0.00
H -1.1861 4.4738 1.9351 -0.04 -0.04 0.00
S -2.2065 0.2054 -1.4730 0.34 0.17 -0.49
C -3.4144 -0.1369 -0.3832 -0.48 -0.13 0.30
N -4.2841 -0.4037 0.3335 0.08 -0.04 -0.02
I 2.6991 -5.1910 1.3028 -0.20 0.09 -0.09
C 1.0094 -4.2354 0.5302 0.24 -0.10 0.09
C -0.0471 -4.9536 -0.0123 -0.07 0.14 -0.05
C -1.1344 -4.2538 -0.5123 0.19 -0.10 0.11
C -1.1391 -2.8741 -0.4473 -0.33 -0.08 -0.07
N -0.1114 -2.2033 0.0782 -0.30 0.95 -0.13
C 0.9513 -2.8552 0.5550 0.18 -0.05 0.10
H -0.0208 -6.0338 -0.0468 0.01 -0.01 0.01
H -1.9756 -4.7708 -0.9500 -0.03 0.03 0.01
H -1.9691 -2.2873 -0.8190 0.09 0.02 0.02
H 1.7603 -2.2618 0.9585 -0.03 0.03 -0.02

---

2.
38
Properties=species:S:1:pos:R:3:forces:R:3 method="wB97M-V/def2-TZVPD" e_above_lowest_kcal_mol=0.0 homo_energy_ev=-9.237 gap_ev=8.4
Ti -0.9516 -0.7340 1.0319 1.43 0.50 0.65
O -4.8714 -0.4286 1.7938 0.04 -0.08 0.08
P -3.5354 -0.8145 1.0850 -0.11 -0.19 0.07
O -2.4325 -0.8771 2.1814 -0.60 -0.24 -0.07
O -3.0354 0.0400 -0.0265 -0.23 0.00 -0.12
O -3.7313 -2.3066 0.5470 -0.11 0.02 0.11
P -2.5997 -2.9643 -0.4512 0.39 0.19 0.21
O -2.9909 -2.3971 -1.8677 0.02 0.04 -0.07
O -2.5702 -4.4094 -0.3615 0.00 0.04 -0.02
O -1.2843 -2.1740 -0.0329 -0.86 -1.01 -0.69
H -5.6229 -0.3145 1.2015 -0.11 0.03 -0.05
H -2.9477 -1.4291 -1.8852 -0.04 0.09 -0.01
Cl 2.3578 0.9500 2.6683 -0.15 -0.17 -0.06
C 2.4155 -0.0401 1.2370 0.16 0.30 0.03
C 3.3013 0.3501 0.2487 0.03 -0.03 -0.12
C 3.4185 -0.3950 -0.9192 0.02 0.08 0.05
C 2.6593 -1.5410 -1.0785 -0.07 0.00 0.12
C 1.7818 -1.9215 -0.0734 -0.05 -0.19 -0.23
C 1.6197 -1.1854 1.1047 -0.24 -0.19 0.33
C 0.5879 -1.6065 2.1082 0.25 0.35 -0.16
H 3.9002 1.2375 0.4028 0.00 0.00 -0.01
H 4.1099 -0.0804 -1.6903 -0.01 0.01 0.02
H 2.7460 -2.1409 -1.9746 -0.01 0.00 0.02
H 1.1924 -2.8214 -0.1957 -0.01 0.00 0.00
H 0.7581 -1.2123 3.1066 -0.07 0.04 -0.02
H 0.4371 -2.6831 2.1107 -0.04 -0.03 0.04
F 1.4620 4.1928 -2.8595 -0.02 -0.03 0.05
C 0.9581 3.4402 -1.8814 0.06 0.08 -0.15
C 0.8165 3.9607 -0.6078 0.02 0.12 0.07
F 1.1857 5.2182 -0.3702 -0.02 -0.07 0.00
C 0.2954 3.1891 0.4200 0.11 0.38 0.08
F 0.1778 3.7187 1.6347 -0.01 -0.08 -0.04
C -0.0864 1.8865 0.1722 -0.37 -0.77 0.84
O -0.5511 1.0459 1.1246 0.52 0.91 -0.57
C 0.0566 1.3926 -1.1068 0.06 -0.08 -0.34
F -0.3091 0.1033 -1.2968 0.00 -0.01 0.05
C 0.5727 2.1358 -2.1409 0.02 -0.04 -0.13
F 0.7094 1.6154 -3.3589 -0.01 0.04 0.05

---

Listing electronic energy for the structures above in their given order: -1796.34005 -3594.18169 Eh.